Entry from OMol25: a structure of composition C26H38N7NiO4S (ωB97M-V with the def2-TZVPD basis set).

Structure (XYZ):
```
77
Properties=species:S:1:pos:R:3:mulliken_charge:R:1
Ni 0.095 0.285 -0.275 -0.980
N 1.279 0.722 1.201 -0.181
C 0.477 0.895 2.435 -0.705
C -0.884 1.466 2.086 -0.765
N -1.422 0.920 0.800 1.449
C -2.244 1.965 0.137 -0.745
C -1.420 3.009 -0.590 -1.012
N -0.607 2.371 -1.625 -0.375
C -2.241 -0.310 1.003 -0.055
C -2.447 -0.966 -0.359 -1.441
N -1.121 -1.062 -1.006 0.004
H 1.741 -0.202 1.281 0.500
H 1.975 1.449 1.088 0.254
H 0.979 1.563 3.137 0.514
H 0.385 -0.088 2.885 0.098
H -0.794 2.543 1.948 0.456
H -1.604 1.296 2.891 0.291
H -2.883 2.443 0.886 0.302
H -2.905 1.486 -0.582 0.309
H -0.746 3.520 0.099 0.435
H -2.112 3.767 -0.971 0.506
H 0.009 3.054 -2.051 0.293
H -1.192 2.012 -2.373 0.166
H -3.193 -0.057 1.489 0.561
H -1.928 -1.714 2.396 0.097
H -3.126 -0.396 -0.989 0.483
H -2.892 -1.951 -0.198 0.474
H -1.218 -1.177 -2.009 0.236
H -0.629 -1.925 -0.628 0.385
C -0.819 -0.547 -6.681 -1.534
C 0.541 -0.012 -6.329 0.676
C 0.696 1.208 -5.681 -0.670
C 1.952 1.719 -5.386 -0.284
C 3.088 0.991 -5.712 0.199
N 4.394 1.465 -5.407 -0.102
C 4.781 2.176 -4.298 0.193
O 5.723 2.936 -4.300 -0.650
N 4.031 1.983 -3.136 -0.086
C 3.370 0.812 -2.733 -0.360
C 3.750 -0.466 -3.133 -0.048
C 3.028 -1.548 -2.675 -1.419
C 1.955 -1.356 -1.820 -0.249
N 1.593 -0.128 -1.434 0.701
C 2.283 0.928 -1.885 -0.266
C 2.951 -0.230 -6.362 -0.311
C 1.693 -0.717 -6.674 -0.736
H -1.610 0.046 -6.223 0.335
H -0.934 -1.582 -6.356 0.373
H -0.976 -0.529 -7.761 0.358
H -0.184 1.792 -5.432 0.402
H 2.053 2.686 -4.910 0.493
H 5.028 1.600 -6.181 0.260
H 4.327 2.617 -2.409 0.265
H 4.603 -0.599 -3.786 0.599
H 3.299 -2.555 -2.958 0.529
H 1.390 -2.186 -1.414 0.824
H 1.943 1.902 -1.561 0.560
H 3.836 -0.797 -6.620 0.425
H 1.605 -1.666 -7.188 0.404
C -3.340 -4.353 5.260 -1.495
C -2.255 -4.085 4.254 1.080
C -1.109 -3.373 4.607 -0.867
C -0.087 -3.161 3.691 -0.372
C -0.210 -3.644 2.398 0.019
C -1.334 -4.370 2.031 -0.327
C -2.350 -4.580 2.954 -0.782
S 1.091 -3.312 1.183 0.318
O 1.591 -1.962 1.618 -0.715
O 0.252 -3.199 -0.087 -0.783
O -1.444 -1.125 1.803 -0.285
H -3.322 -3.622 6.068 0.376
H -3.210 -5.341 5.707 0.317
H -4.326 -4.332 4.797 0.371
H -1.014 -2.986 5.615 0.359
H 0.795 -2.594 3.964 0.481
H -1.421 -4.739 1.017 0.485
H -3.231 -5.142 2.663 0.380
```

Values from the calculation:
E_LUMO (spin up / spin down): -2.539 / -2.539 eV
HOMO (spin up / spin down): -10.02 / -10.02 eV
orbital gap (spin up / spin down): 7.5 / 7.5 eV
net charge: +1
total energy: -98074.6039 eV

***

Entry from OMol25: a structure of composition C26H39AsN3O6S2Si3W (ωB97M-V with the def2-TZVPD basis set).

Structure (XYZ):
```
81
Properties=species:S:1:pos:R:3:lowdin_spin:R:1
W -0.879 -0.808 0.846 0.905
O -0.677 -3.626 3.868 0.012
C -0.827 -3.110 2.788 0.005
O -1.371 -1.945 2.546 0.023
C -0.518 -3.833 1.483 0.000
C -0.393 -5.192 1.269 -0.001
C -0.654 -5.672 -0.012 -0.001
C -1.185 -4.821 -0.981 0.000
C -1.279 -3.480 -0.668 0.006
N -0.787 -3.020 0.474 0.006
C -2.248 -2.455 -1.228 0.038
O -2.837 -2.580 -2.264 0.041
O -2.418 -1.476 -0.344 0.054
H -0.186 -5.850 2.101 0.000
H -0.569 -6.731 -0.216 0.000
H -1.593 -5.189 -1.912 0.000
O 0.624 3.722 0.298 0.000
C -0.266 3.981 1.286 0.000
C -0.503 5.284 1.714 0.000
C -1.415 5.532 2.723 0.000
C -2.111 4.490 3.331 0.000
C -1.878 3.199 2.913 -0.001
C -0.961 2.921 1.888 0.001
C -0.800 1.529 1.498 0.011
O -0.029 1.146 0.530 0.075
N -1.451 0.516 2.089 -0.028
N 1.113 -1.080 1.654 0.007
C 1.306 -1.257 2.954 0.007
S 0.481 -0.398 4.191 0.004
C 1.105 -1.391 5.565 0.000
C 2.527 -1.798 5.242 0.000
S 2.524 -2.365 3.528 0.001
H 1.025 4.551 0.011 0.000
H 0.033 6.103 1.248 0.000
H -1.586 6.553 3.038 0.000
H -2.822 4.692 4.118 0.000
H -2.398 2.363 3.360 0.000
H 0.449 -2.256 5.665 0.000
H 1.052 -0.777 6.463 0.000
H 2.864 -2.626 5.863 0.000
H 3.224 -0.965 5.339 0.000
C 1.746 1.888 -3.598 0.022
Si 0.670 0.396 -3.895 0.058
C 1.664 -1.107 -4.394 0.002
C -0.583 0.690 -5.245 0.001
As -0.602 -0.096 -1.913 0.625
Si 2.678 -1.071 0.699 0.005
C 2.564 0.040 -0.774 0.015
C 4.011 -0.279 1.743 0.002
C 3.013 -2.806 0.100 0.000
Si -2.423 1.455 -2.130 0.051
C -3.394 1.697 -0.557 0.000
C -3.542 0.798 -3.486 0.016
C -1.657 3.120 -2.524 0.013
H 2.250 2.153 -4.531 0.003
H 2.509 1.689 -2.846 0.000
H 1.162 2.749 -3.272 0.000
H 2.066 -0.926 -5.395 0.000
H 1.029 -1.993 -4.454 0.001
H 2.506 -1.327 -3.740 0.000
H -0.044 0.877 -6.177 0.000
H -1.235 1.543 -5.061 0.000
H -1.209 -0.191 -5.393 0.001
H 2.050 0.974 -0.547 0.005
H 2.097 -0.447 -1.624 0.005
H 3.598 0.275 -1.048 0.001
H 3.895 0.805 1.667 0.000
H 4.980 -0.532 1.306 0.000
H 4.050 -0.545 2.797 0.000
H 2.175 -3.143 -0.518 0.000
H 3.169 -3.541 0.888 0.000
H 3.904 -2.805 -0.534 0.000
H -3.636 0.790 -0.008 0.001
H -4.339 2.158 -0.863 0.000
H -2.898 2.408 0.106 0.000
H -4.560 0.715 -3.102 0.001
H -3.253 -0.194 -3.833 0.003
H -3.556 1.474 -4.343 0.001
H -0.941 3.393 -1.744 0.001
H -2.451 3.872 -2.532 0.002
H -1.147 3.165 -3.487 0.000
```

Values from the calculation:
energy above the lowest of the compared OMol25 structures with the same formula, charge and spin: 73.7 kcal/mol
E_LUMO (spin up / spin down): -3.835 / -3.908 eV
HOMO (spin up / spin down): -10.66 / -11.42 eV
orbital gap (spin up / spin down): 6.8 / 7.5 eV
2S+1: 3
net charge: +1
total energy: -152316.5279 eV

***

Entry from OMol25: a structure of composition C26H39BCl2F5N12O2Pm at a distorted geometry (ωB97M-V with the def2-TZVPD basis set).

Structure (XYZ):
```
88
Properties=species:S:1:pos:R:3:lowdin_spin:R:1
Pm 0.755 0.947 -0.504 4.038
N -1.165 2.714 0.050 -0.004
C -1.033 3.665 1.161 0.000
C -0.479 2.910 2.362 0.000
N 0.865 2.383 2.082 -0.002
C 1.207 1.374 3.092 0.000
C 2.300 0.420 2.624 0.000
N 1.796 -0.409 1.516 -0.004
C 1.845 3.487 2.091 0.000
C 2.705 3.574 0.821 0.000
N 1.908 3.353 -0.390 -0.005
H -1.467 3.223 -0.780 0.000
H -1.926 2.072 0.288 0.000
H -1.993 4.121 1.440 0.000
H -0.361 4.471 0.857 0.000
H -1.149 2.068 2.540 0.000
H -0.485 3.559 3.251 0.000
H 0.325 0.763 3.290 0.000
H 1.516 1.848 4.035 0.000
H 2.614 -0.193 3.481 0.000
H 3.175 0.974 2.271 0.000
H 1.194 -1.140 1.900 0.000
H 2.619 -0.892 1.127 0.000
H 2.524 3.389 2.945 0.000
H 1.323 4.439 2.210 0.000
H 3.481 2.808 0.845 0.000
H 3.201 4.555 0.823 0.000
H 2.558 3.204 -1.163 0.000
H 1.388 4.198 -0.624 0.000
C -2.309 0.386 4.053 0.000
C -1.762 -0.601 3.075 0.001
C -1.484 -1.946 3.371 0.000
C -1.159 -2.513 2.163 0.000
N -1.228 -1.555 1.215 0.003
N -1.577 -0.371 1.772 0.000
B -1.353 -1.868 -0.278 0.010
N 0.012 -2.246 -0.876 0.016
C 0.427 -3.513 -1.067 0.013
C 1.666 -3.485 -1.653 0.000
C 1.964 -2.124 -1.800 0.006
C 3.173 -1.567 -2.462 0.001
N 0.967 -1.385 -1.303 0.002
N -2.075 -0.715 -0.994 0.032
C -3.404 -0.759 -1.212 0.016
C -3.749 0.295 -2.015 -0.001
C -2.547 0.973 -2.251 0.013
C -2.454 2.150 -3.161 0.002
N -1.538 0.368 -1.606 0.009
N -2.258 -3.097 -0.466 0.192
C -2.534 -3.675 -1.664 0.173
C -3.458 -4.664 -1.448 -0.008
C -3.718 -4.625 -0.059 0.209
C -4.658 -5.469 0.712 0.042
N -2.982 -3.667 0.490 0.226
H -2.755 -0.164 4.879 0.000
H -3.084 0.987 3.584 0.000
H -1.552 1.048 4.473 0.000
H -1.542 -2.421 4.327 0.000
H -0.883 -3.515 1.914 0.000
H -0.175 -4.352 -0.789 0.003
H 2.277 -4.318 -1.933 0.000
H 3.193 -1.884 -3.504 0.001
H 4.076 -1.941 -1.982 0.000
H 3.168 -0.481 -2.428 0.000
H -4.024 -1.519 -0.784 0.000
H -4.719 0.535 -2.401 0.000
H -3.335 2.779 -3.040 0.000
H -2.454 1.795 -4.192 0.001
H -1.560 2.743 -3.022 0.000
H -2.060 -3.336 -2.563 0.002
H -3.895 -5.328 -2.163 -0.003
H -5.189 -6.144 0.049 0.000
H -5.379 -4.848 1.240 0.014
H -4.124 -6.055 1.458 0.016
F 2.542 2.084 -3.310 -0.002
C 1.461 1.336 -2.930 -0.010
F 0.528 2.355 -2.512 -0.001
C 0.847 0.670 -4.158 -0.001
F 0.122 1.478 -4.944 0.000
F 0.000 -0.306 -3.751 0.001
F 1.768 0.085 -4.917 0.000
Cl 7.037 0.371 -0.174 0.000
C 5.575 1.290 -0.462 0.000
Cl 5.481 1.864 -2.132 0.000
C 4.261 0.433 -0.142 0.000
O 4.389 -0.588 0.504 0.001
O 3.222 0.974 -0.571 -0.004
H 5.583 2.165 0.195 0.000
```

Values from the calculation:
E_LUMO (spin up / spin down): -2.811 / -7.651 eV
HOMO (spin up / spin down): -10.56 / -10.59 eV
orbital gap (spin up / spin down): 7.8 / 2.9 eV
2S+1: 6
net charge: +1
total energy: -105433.8007 eV